Record 1
Computed, not measured: a structure of composition C40H53BF5HoN5O2PS3 at a distorted geometry, with ωB97M-V/def2-TZVPD.

```
! RIJCOSX wB97M-V def2-TZVPD def2/J DEFGRID3
* xyz 0 5
Ho -0.5042 -0.4728 0.0396
O -1.4474 -2.5096 -0.7099
S -1.7196 -3.4671 -1.8125
C -1.5525 -5.1522 -1.0177
C -0.7751 -5.0784 0.2806
C 0.7313 -5.2467 0.0913
C 1.4813 -5.0363 1.3910
S 1.6596 -3.2144 1.8191
O 0.9865 -2.4442 0.7362
C 3.4251 -3.1583 1.3837
C 3.8031 -2.5998 0.1788
C 5.1418 -2.5705 -0.1731
C 6.0895 -3.1073 0.6827
C 5.7030 -3.6645 1.8931
C 4.3663 -3.6855 2.2540
C -0.1935 -3.5318 -2.7988
C 0.9272 -2.8302 -2.3925
C 2.0415 -2.7813 -3.2141
C 2.0235 -3.4193 -4.4427
C 0.9050 -4.1397 -4.8353
C -0.2076 -4.2008 -4.0124
H -1.0970 -5.8102 -1.7520
H -2.5801 -5.4617 -0.8407
H -1.1405 -5.8428 0.9693
H -0.9799 -4.1068 0.7422
H 1.1035 -4.5368 -0.6474
H 0.9500 -6.2476 -0.2913
H 2.4881 -5.4419 1.3372
H 0.9567 -5.4898 2.2303
H 3.0469 -2.1879 -0.4700
H 5.4401 -2.1292 -1.1121
H 7.1350 -3.0857 0.4133
H 6.4441 -4.0804 2.5587
H 4.0588 -4.1078 3.1997
H 0.9156 -2.3140 -1.4387
H 2.9140 -2.2307 -2.9005
H 2.8814 -3.3560 -5.0952
H 0.8981 -4.6486 -5.7869
H -1.0850 -4.7542 -4.3153
B 1.4706 0.6123 -3.2576
N 2.1731 0.5416 -1.8766
C 3.4160 1.0089 -1.7442
C 3.7639 0.9891 -0.4068
C 2.6425 0.4711 0.2226
N 1.6820 0.1994 -0.6764
N 0.1334 -0.1576 -3.3507
C -0.3942 -0.5063 -4.5272
C -1.7126 -0.8756 -4.3326
C -1.9075 -0.7183 -2.9652
N -0.7776 -0.2954 -2.3835
H 1.2380 1.7625 -3.4844
H 2.2115 0.1234 -4.0599
H 3.9669 1.3397 -2.6002
H 4.6833 1.3065 0.0414
H 2.5112 0.2733 1.2708
H 0.1913 -0.4584 -5.4218
H -2.4203 -1.2014 -5.0669
H -2.8005 -0.8731 -2.3813
F 0.5676 0.3706 7.0214
C -0.0763 -0.0120 5.9073
C 0.5802 -0.0302 4.6827
F 1.8785 0.3047 4.6011
C -0.1070 -0.4330 3.5561
F 0.5545 -0.4131 2.3382
C -1.4386 -0.8846 3.5500
S -2.1597 -1.5293 2.1473
C -2.0737 -0.8359 4.8133
F -3.3549 -1.2129 4.9147
C -1.4145 -0.4143 5.9538
F -2.0547 -0.3955 7.1326
C 0.8339 3.8709 -0.1933
C -0.1348 3.8609 0.9903
C 0.4996 2.9568 2.0478
C -0.2856 5.2807 1.5219
P -1.7445 2.9168 0.3821
N -1.5216 1.4117 0.2721
C -3.1699 3.2848 1.6657
C -3.7967 4.6751 1.6700
C -2.5825 2.9825 3.0453
C -4.2492 2.2295 1.4160
C -2.2530 3.7324 -1.3181
C -3.6466 3.1884 -1.6236
C -2.2609 5.2523 -1.4308
C -1.3340 3.1365 -2.3853
H 1.8464 4.0884 0.1539
H 0.5704 4.6328 -0.9207
H 0.8393 2.8923 -0.6753
H 1.5687 3.1521 2.1347
H 0.3654 1.9206 1.7205
H 0.0598 3.0869 3.0312
H 0.7026 5.6808 1.7579
H -0.8764 5.3078 2.4329
H -0.7498 5.9341 0.7888
H -3.0478 5.4537 1.7820
H -4.4962 4.7544 2.5053
H -4.3584 4.8601 0.7575
H -1.9103 3.7674 3.3774
H -2.0455 2.0352 3.0087
H -3.3757 2.8947 3.7902
H -4.9486 2.5346 0.6449
H -4.8228 2.0455 2.3249
H -3.7778 1.2943 1.1105
H -4.4159 3.6514 -1.0155
H -3.6533 2.1120 -1.4610
H -3.8958 3.3763 -2.6684
H -2.8513 5.7109 -0.6441
H -2.6914 5.5342 -2.3945
H -1.2553 5.6635 -1.3922
H -1.0662 2.1189 -2.0953
H -0.4269 3.7148 -2.5277
H -1.8485 3.0896 -3.3463
*
```

Summary:
**HOMO energy (spin up / spin down)**: -7.0 / -7.0 eV
**Orbital gap (spin up / spin down)**: 0.2658 / 0.2661 Ha

Atom charges from the Mulliken analysis, given in e for atoms 1 to 8: atom 1 (Ho): 0.665, atom 2 (O): -0.005, atom 3 (S): 0.123, atom 4 (C): -0.995, atom 5 (C): -0.152, atom 6 (C): -0.174, atom 7 (C): -1.189, atom 8 (S): 0.133

---

Record 2
Computed, not measured: a cluster of 3 separate species, C14H25N3O5S in total at a distorted geometry, with ωB97M-V/def2-TZVPD.

```
! RIJCOSX wB97M-V def2-TZVPD def2/J DEFGRID3
* xyz 0 1
C 5.3464 -1.3074 -0.4649
C 5.8982 -2.7638 -1.0360
O 7.0982 -2.7004 -1.6801
N 5.2745 -4.0947 -0.8788
C 5.0244 -4.5896 0.4898
O 4.5812 -4.5856 -1.8709
S 2.8876 -4.2693 -1.7726
O 2.3481 -5.5480 -1.0134
O 2.5467 -2.8421 -0.9103
C 1.9944 -3.0409 0.4090
C 0.2247 -3.2002 0.2823
C -0.4570 -2.4502 -1.1272
O -0.2988 -4.0729 -0.9043
H 4.7651 -1.5661 0.5428
H 4.6629 -0.8465 -1.2945
H 6.2972 -0.6307 -0.2200
H 4.4006 -5.5817 0.5957
H 6.0812 -4.8357 0.9887
H 4.5627 -3.7437 1.1963
H 2.0362 -2.0087 1.0066
H 2.3669 -3.9485 1.0311
H -0.4383 -3.1420 1.3471
H 0.2433 -2.0370 -1.9669
H -1.5158 -2.0634 -0.8189
C -0.8314 0.9028 2.7084
C -1.9880 1.7852 2.2499
C -2.6831 1.2509 0.9960
C -1.6898 1.1836 -0.1525
N -0.8658 1.1278 -1.1053
H -0.0391 0.8508 1.9550
H -0.3839 1.3072 3.6220
H -1.1750 -0.1165 2.9191
H -1.6091 2.7974 2.0624
H -2.7208 1.8606 3.0609
H -3.5118 1.9099 0.7163
H -3.0912 0.2510 1.1788
C -4.0009 4.8801 -2.2574
C -5.2950 5.0070 -1.4599
C -5.0821 5.6184 -0.0736
C -4.1424 4.7399 0.7361
N -3.3629 4.0113 1.4080
H -3.2879 4.2100 -1.7670
H -4.2052 4.4661 -3.2499
H -3.5227 5.8578 -2.3874
H -5.7503 4.0138 -1.3625
H -5.9992 5.6304 -2.0219
H -6.0394 5.7005 0.4516
H -4.6537 6.6230 -0.1579
*
```

Summary:
**HOMO energy**: -8.7 eV
**Orbital gap**: 0.3265 Ha
**Relative energy (zero: lowest compared OMol25 entry of this formula, charge and spin)**: 330.2 kcal per mole

Atom charges from the Mulliken analysis, given in e for atoms 1 to 8: atom 1 (C): -0.563, atom 2 (C): 0.328, atom 3 (O): -0.535, atom 4 (N): 0.264, atom 5 (C): -0.792, atom 6 (O): -0.288, atom 7 (S): 0.601, atom 8 (O): -0.501